Record 1
This record from OMol25 describes a structure of composition C22H60BF10NO24S2Tl in a non-equilibrium geometry. The level of theory is ωB97M-V/def2-TZVPD.

The geometry in XYZ format:
```
121
Properties=species:S:1:pos:R:3:lowdin_charge:R:1
Tl 2.369 -25.577 22.641 1.136
B -0.994 -26.642 23.261 -1.306
F -1.483 -27.725 22.492 0.097
F -2.015 -26.120 24.058 0.124
F 0.119 -27.047 23.976 0.071
F -0.538 -25.571 22.426 0.008
C 1.184 -29.873 24.663 -0.670
F -0.080 -30.001 24.234 0.124
F 1.253 -28.861 25.474 0.175
F 1.448 -31.045 25.240 0.138
S 2.222 -29.583 23.116 0.709
O 2.990 -30.838 22.948 -0.320
O 1.241 -29.446 22.076 -0.274
N 3.133 -28.208 23.461 -0.335
S 4.253 -28.558 24.515 0.619
O 4.614 -27.304 25.151 -0.272
O 4.034 -29.766 25.318 -0.311
C 5.792 -29.028 23.482 -0.650
F 5.724 -30.299 23.108 0.102
F 5.868 -28.284 22.395 0.156
F 6.871 -28.805 24.217 0.165
C 5.390 -33.548 24.994 -0.143
C 4.321 -33.264 23.883 -0.142
O 5.000 -32.779 22.750 -0.011
O 5.908 -32.347 25.451 0.013
H 6.272 -34.026 24.566 0.141
H 4.926 -34.094 25.825 0.133
H 3.532 -32.569 24.200 0.118
H 3.785 -34.159 23.561 0.133
H 5.415 -31.966 23.095 0.064
H 5.318 -31.909 26.113 0.066
C 8.685 -32.487 21.814 -0.240
C 8.690 -30.962 21.813 -0.246
O 9.987 -30.444 21.701 -0.006
O 9.166 -33.150 20.685 0.004
H 7.593 -32.654 21.948 0.113
H 9.193 -32.912 22.678 0.134
H 8.138 -30.663 22.714 0.105
H 8.042 -30.588 21.016 0.124
H 10.512 -30.653 22.481 0.107
H 8.826 -32.703 19.899 0.104
C -3.808 -29.753 25.243 -0.220
C -2.797 -28.726 25.815 -0.196
O -3.361 -27.704 26.603 0.022
O -4.348 -30.722 26.065 0.012
H -3.182 -30.239 24.482 0.116
H -4.494 -29.146 24.635 0.148
H -2.208 -28.269 25.018 0.098
H -2.073 -29.229 26.480 0.143
H -3.110 -26.841 26.249 0.106
H -4.313 -30.429 26.985 0.112
C 4.205 -32.862 29.290 -0.234
C 3.694 -31.614 28.640 -0.182
O 4.286 -31.339 27.356 -0.098
O 3.662 -34.068 28.768 -0.038
H 3.950 -32.777 30.347 0.131
H 5.297 -32.919 29.211 0.131
H 3.950 -30.715 29.212 0.121
H 2.607 -31.686 28.548 0.136
H 3.654 -30.940 26.741 0.052
H 4.134 -34.207 27.941 0.060
C 4.414 -31.868 19.985 -0.191
C 3.152 -32.755 20.078 -0.214
O 2.501 -32.690 18.806 -0.052
O 5.061 -32.074 18.713 -0.059
H 5.081 -32.325 20.721 0.091
H 4.221 -30.819 20.180 0.115
H 2.552 -32.263 20.854 0.092
H 3.353 -33.760 20.454 0.127
H 3.224 -32.412 18.218 0.087
H 5.789 -32.684 18.854 0.094
C 6.898 -27.584 19.105 -0.213
C 7.039 -28.159 17.696 -0.254
O 8.337 -27.947 17.213 -0.040
O 6.886 -26.151 18.891 -0.078
H 7.792 -27.792 19.693 0.129
H 5.940 -27.884 19.534 0.092
H 6.263 -27.690 17.080 0.122
H 6.786 -29.221 17.666 0.118
H 8.541 -27.007 17.216 0.091
H 7.435 -25.734 19.562 0.099
C 0.184 -35.545 22.854 -0.211
C -0.162 -34.058 23.038 -0.209
O -0.003 -33.622 24.365 0.015
O -0.169 -35.977 21.579 0.017
H -0.294 -36.139 23.635 0.136
H 1.262 -35.635 23.045 0.123
H -1.150 -33.758 22.675 0.138
H 0.585 -33.484 22.448 0.124
H -0.430 -32.760 24.461 0.096
H 0.010 -35.249 20.953 0.065
C -1.008 -32.717 19.846 -0.178
C -0.706 -31.475 20.629 -0.193
O -0.144 -30.495 19.748 -0.017
O 0.014 -33.717 19.935 -0.079
H -1.192 -32.525 18.786 0.141
H -1.911 -33.183 20.247 0.129
H 0.119 -31.609 21.358 0.110
H -1.524 -30.938 21.128 0.145
H 0.166 -29.751 20.274 0.045
H 0.842 -33.247 19.740 0.056
C 4.071 -27.400 28.051 -0.242
C 4.109 -27.286 29.556 -0.231
O 3.350 -26.233 30.162 -0.043
O 2.759 -27.688 27.601 -0.056
H 4.669 -28.236 27.681 0.111
H 4.495 -26.493 27.604 0.123
H 5.142 -27.159 29.882 0.127
H 3.765 -28.198 30.056 0.115
H 2.413 -26.418 30.038 0.078
H 2.111 -27.203 28.121 0.083
C 3.371 -26.519 19.251 -0.210
C 2.470 -27.696 19.371 -0.209
O 1.507 -27.321 20.370 -0.135
O 4.190 -26.440 20.454 -0.198
H 2.884 -25.566 19.031 0.134
H 4.114 -26.611 18.449 0.120
H 3.072 -28.531 19.749 0.114
H 2.042 -28.047 18.430 0.138
H 0.765 -27.914 20.247 0.065
H 5.065 -26.375 20.054 0.031
```

Properties
F_max   3.39 eV Å⁻¹
Kohn-Sham gap   1.62 eV
Total charge   +1

=====

Record 2
This record from OMol25 describes a cluster of 8 separate species, C22H60O8 in total in a non-equilibrium geometry. The level of theory is ωB97M-V/def2-TZVPD.

The geometry in XYZ format:
```
90
Properties=species:S:1:pos:R:3:lowdin_charge:R:1
C -3.648 -0.062 -3.175 -0.151
O -4.091 -0.694 -1.959 -0.150
H -3.549 0.989 -2.973 0.053
H -4.421 -0.234 -3.914 0.071
H -2.695 -0.486 -3.589 0.090
H -4.719 -0.010 -1.598 0.096
C 3.739 2.479 3.320 -0.034
C 3.208 2.199 1.932 -0.600
C 3.165 0.704 1.617 -0.020
O 2.056 2.629 1.632 -0.008
H 3.248 1.947 4.139 0.086
H 3.740 3.541 3.517 0.070
H 4.828 2.298 3.350 0.089
H 3.843 2.674 1.160 0.152
H 4.076 0.199 1.917 0.079
H 3.000 0.601 0.507 0.075
H 2.401 0.127 2.062 0.079
H 1.909 3.570 1.582 0.144
C -0.637 -5.850 -3.567 -0.028
C -0.320 -4.864 -2.440 -0.619
C 0.021 -3.446 -2.877 -0.040
O -1.276 -4.729 -1.627 0.004
H -1.459 -5.463 -4.132 0.068
H -1.057 -6.758 -3.128 0.079
H 0.260 -6.035 -4.195 0.091
H 0.547 -5.244 -1.866 0.146
H -0.830 -2.854 -3.101 0.060
H 0.567 -3.377 -3.751 0.046
H 0.521 -2.866 -2.039 0.092
H -0.931 -4.719 -0.754 0.081
C -3.193 2.737 -0.603 -0.014
C -1.871 3.480 -1.180 -0.604
C -2.237 4.986 -1.309 -0.060
O -0.797 3.442 -0.548 -0.011
H -3.260 1.714 -0.848 0.004
H -4.048 3.120 -1.091 0.050
H -3.349 2.821 0.503 0.083
H -1.733 3.081 -2.230 0.135
H -1.470 5.572 -1.875 0.080
H -2.325 5.418 -0.249 0.106
H -3.153 5.145 -1.878 0.061
H -0.601 2.481 -0.403 0.063
C -0.737 0.006 -1.362 -0.018
C 0.430 0.595 -0.600 -0.597
C 1.217 1.492 -1.636 -0.001
O 0.070 1.229 0.410 -0.034
H -0.366 -0.768 -1.980 0.051
H -1.023 0.736 -2.199 0.100
H -1.645 -0.312 -0.798 0.078
H 0.950 -0.240 -0.213 0.114
H 0.700 2.365 -2.075 0.089
H 1.568 0.888 -2.431 0.058
H 2.153 1.825 -1.158 0.076
H 0.870 1.472 0.963 0.116
C -3.500 -0.986 1.328 -0.028
C -2.239 -1.718 1.539 -0.634
C -1.900 -2.730 0.479 -0.042
O -1.220 -1.022 1.708 0.039
H -4.122 -1.744 0.914 0.079
H -3.477 -0.133 0.693 0.058
H -3.997 -0.716 2.226 0.071
H -2.410 -2.323 2.403 0.145
H -1.016 -3.182 0.829 0.076
H -1.860 -2.478 -0.570 0.067
H -2.740 -3.404 0.423 0.088
H -1.172 -0.409 1.008 0.034
C 6.007 -2.239 -1.640 -0.074
C 5.148 -1.333 -0.862 -0.660
C 3.688 -1.575 -1.347 -0.044
O 5.046 -1.574 0.367 0.002
H 7.065 -2.049 -1.532 0.071
H 5.781 -2.146 -2.726 0.096
H 5.836 -3.326 -1.398 0.107
H 5.518 -0.309 -1.060 0.148
H 2.894 -1.323 -0.618 0.058
H 3.437 -2.671 -1.357 0.093
H 3.490 -1.212 -2.354 0.076
H 5.957 -1.587 0.712 0.138
C -2.221 1.790 2.925 -0.017
C -1.140 1.669 3.969 -0.598
C -1.463 2.488 5.309 -0.026
O -0.940 0.526 4.383 0.014
H -2.598 2.784 2.841 0.073
H -3.022 1.150 3.158 0.069
H -1.797 1.558 1.947 0.056
H -0.102 1.942 3.706 0.138
H -0.812 2.207 6.089 0.052
H -2.496 2.589 5.596 0.066
H -1.266 3.530 5.120 0.055
H 0.000 0.404 4.533 0.125
```

Properties
SMILES   CC(C)O.CC(C)O.CC(C)O.CC(C)O.CC(C)O.CC(C)O.CC(C)O.CO
F_max   12.09 eV Å⁻¹
Kohn-Sham gap   9.25 eV